<P>
C3H7N2O | ωB97M-V/def2-TZVPD

As for the spin multiplicity: 1. As for the HOMO-LUMO gap: 9.657 eV. As for the net charge: +1. Its HOMO energy is -0.4954 Eh. The value obtained for the LUMO energy is -3.822 eV.

Geometry (Å):
1 C 1.3655 1.1942 0.0205
2 C 1.4710 -1.0947 0.0968
3 C -0.6006 0.1049 -0.7486
4 N 1.9608 0.1560 0.1670
5 N -1.8041 0.2781 0.1841
6 O -0.0454 -1.0226 -0.6322
7 H 1.6701 2.1432 0.2075
8 H 2.1180 -1.8543 -0.2885
9 H 1.1866 -1.2621 1.2790
10 H -0.9126 0.4432 -1.6933
11 H -2.4287 0.9903 -0.1458
12 H -1.5494 0.5407 1.1098
13 H -2.4312 -0.6169 0.4438

Here is what Mulliken gives for the atomic charges, in e:
1. C -0.185
2. C -0.067
3. C -0.321
4. N -0.140
5. N -0.363
6. O -0.346
7. H 0.415
8. H 0.326
9. H 0.230
10. H 0.333
11. H 0.361
12. H 0.361
13. H 0.395



<Q>
C3H7N2O | ωB97M-V/def2-TZVPD

As for the spin multiplicity: 1. As for the HOMO-LUMO gap: 10.579 eV. As for the net charge: +1. Its HOMO energy is -0.5370 Eh. The value obtained for the LUMO energy is -4.033 eV.

Geometry (Å):
1 C 0.5548 1.2348 0.4482
2 C -0.2947 -0.7765 0.2134
3 C 0.7610 1.7042 -0.8683
4 N -0.4708 -1.6558 -0.7324
5 N -0.9124 -1.0148 1.3512
6 O 0.6005 1.3691 1.6018
7 H 1.5700 1.0574 -1.2989
8 H 1.4023 2.5844 -0.9508
9 H -0.0850 1.7520 -1.4971
10 H -0.3595 -1.6483 -1.6643
11 H -1.0056 -2.4765 -0.3681
12 H -0.8054 -0.2221 2.0261
13 H -0.9551 -1.9079 1.7393

Here is what Mulliken gives for the atomic charges, in e:
1. C 0.859
2. C 0.105
3. C -1.048
4. N -0.215
5. N -0.353
6. O -0.315
7. H 0.342
8. H 0.365
9. H 0.355
10. H 0.190
11. H 0.222
12. H 0.252
13. H 0.241



Stability check: which of them is most stable? <Q>.